1.
74
Properties=species:S:1:pos:R:3 method="wB97M-V/def2-TZVPD" spin_multiplicity=1 molar_mass_g_mol=503.64 gap_ev=8.7 max_force_ev_per_a=1.09 smiles="COc1ccc(CNC(=O)C2(C[C@@H]3CC(c4ccccc4)=NO3)CCN(C(=O)C3CCCC3)CC2)cc1" e_tot_ev=-44371.0054 e_lumo_ev=0.353 e_above_lowest_kj_mol=134.4
O -3.7883 1.2388 1.9642
O 2.6227 0.1585 0.8230
O -2.0937 -6.0282 0.9344
O -0.3658 -0.2149 -2.7173
N 3.9633 -0.0725 0.7257
N 1.0637 -1.0930 -1.2207
N -2.7281 1.0541 -0.0020
C 6.0548 1.0489 0.4339
C 6.7873 -0.1401 0.4773
C 1.4873 1.7789 -0.6450
C 0.1036 1.0772 -0.7138
C 4.6117 1.0121 0.5589
C -3.6500 1.6173 0.8140
C -1.8296 0.0531 0.5348
C -4.5322 2.7061 0.2039
C -0.4214 0.6343 0.6609
C -0.9217 2.0582 -1.3104
C 0.3597 -3.4030 -1.1488
C -5.5298 2.0923 -0.8050
C -2.3390 1.4737 -1.3267
C 8.8279 1.0904 0.2045
C 1.1903 -2.3798 -1.8785
C -1.0055 -3.4989 -1.4021
C -5.3981 3.3810 1.2834
C 0.9100 -4.2021 -0.1605
C -1.7923 -4.3790 -0.6931
C 0.2236 -0.1421 -1.6548
C -6.8620 2.0589 -0.0596
C 6.7320 2.2578 0.2740
C 2.3276 1.5592 0.6176
C 8.1097 2.2737 0.1608
C -6.8302 3.3474 0.7531
C 0.1305 -5.0944 0.5574
C -1.5944 -6.8606 1.9519
C 3.7087 2.2256 0.5099
C -1.2313 -5.1899 0.2958
C 8.1622 -0.1160 0.3631
H 6.1839 3.1874 0.2399
H -5.0607 4.3933 1.5023
H -7.5678 3.3608 1.5539
H -3.8886 3.4434 -0.2806
H -5.2223 1.1011 -1.1365
H -5.3242 2.7896 2.1978
H -7.0153 4.2026 0.0993
H -0.6364 2.3008 -2.3347
H -1.8247 -0.8189 -0.1280
H 3.8291 2.7724 -0.4262
H 1.9666 -4.1343 0.0564
H 6.2533 -1.0685 0.6026
H 0.2341 -0.1042 1.1210
H -3.0329 2.2098 -1.7251
H 9.9038 1.1079 0.1156
H 8.6257 3.2145 0.0380
H 8.7211 -1.0393 0.3978
H 2.2448 -2.6667 -1.8900
H -2.3513 0.6017 -1.9873
H -1.4464 -2.8738 -2.1646
H 1.3372 2.8586 -0.7220
H -0.8375 -7.5539 1.5702
H 0.5962 -5.7038 1.3159
H -7.7146 1.9994 -0.7352
H -2.8506 -4.4626 -0.8834
H -5.6158 2.7358 -1.6831
H -2.4500 -7.4280 2.3149
H -0.9230 2.9755 -0.7159
H -0.4757 1.5043 1.3202
H 3.9167 2.8998 1.3418
H 2.0796 1.4686 -1.5103
H -2.2080 -0.2421 1.5148
H 0.8299 -2.2520 -2.9021
H -1.1714 -6.2782 2.7769
H 1.7812 1.8938 1.5036
H 1.5377 -0.9797 -0.3358
H -6.8866 1.2015 0.6139

=====

2.
75
Properties=species:S:1:pos:R:3 method="wB97M-V/def2-TZVPD" spin_multiplicity=5 molar_mass_g_mol=707.95 gap_ev="6.1 / 6.5" max_force_ev_per_a=4.64 charge=+3 e_tot_ev=-55038.3547 e_lumo_ev="-8.720 / -10.568" s2=6.017 e_above_lowest_kj_mol=0.0
Os 5.1187 -9.9516 13.0395
S 6.2929 -7.4088 14.8530
O 5.2207 -7.9544 13.7534
O 3.2617 -10.0328 13.6457
N 5.2914 -11.8916 12.2531
N 5.0567 -9.1968 11.0754
N 7.1048 -9.8726 12.3349
N 5.6098 -10.8272 14.9159
C 7.2726 -8.5373 11.5466
C 3.6879 -7.1251 18.5812
C 4.9727 -7.7468 8.6922
C 3.0897 -7.2583 17.3003
C 3.9620 -7.2485 16.2264
C 5.3080 -7.1780 16.3670
C 6.4494 -12.1265 11.6060
C 1.9460 -9.3868 13.2352
C 7.2114 -11.6494 16.5633
C 4.2908 -12.7841 12.1665
C 6.2938 -11.4635 17.5697
C 2.2324 -8.0618 12.4866
C 8.1589 -9.9287 13.4343
C 6.1588 -8.4310 10.6898
C 6.7935 -13.3955 11.2013
C 1.0991 -10.4285 12.3310
C 5.7747 -14.3812 11.2408
C 7.3923 -11.0032 11.3639
C 5.9633 -7.1764 17.5856
C 4.5183 -14.0458 11.6540
C 6.9422 -11.2568 15.2303
C 5.0787 -10.8204 17.2663
C 1.1864 -9.3587 14.5786
C 4.0439 -8.7242 8.9152
C 5.1196 -7.0522 18.7025
C 6.1799 -5.5950 14.3618
C 4.7486 -10.6111 15.9731
C 6.0845 -7.5804 9.5957
C 8.0372 -11.2788 14.2136
C 4.0893 -9.3847 10.1305
H 1.6730 -11.3577 12.2183
H 8.0999 -12.2717 16.6680
H 1.4096 -7.3109 12.6328
H 5.5736 -6.8484 19.6928
H 7.0083 -6.8040 17.6427
H 7.1481 -10.7062 10.3317
H 4.2995 -10.7866 18.0092
H 3.0568 -6.8951 19.4119
H 3.3697 -9.0282 8.1531
H 7.8015 -13.6522 10.7955
H 7.0183 -5.4037 13.6454
H 7.9930 -12.1499 13.5072
H 6.2869 -4.9120 15.1887
H 3.5777 -7.1262 15.2406
H 3.7560 -14.7692 11.6164
H 6.4683 -11.7569 18.6049
H 8.2125 -8.4333 11.0660
H 6.0129 -15.3659 10.7852
H 2.0099 -7.2575 17.0786
H 8.4744 -11.3554 11.4921
H 3.7472 -10.2974 15.7818
H 6.8627 -6.8618 9.3443
H 2.5589 -8.2727 11.4727
H 9.1630 -9.8613 12.9597
H 3.0721 -7.4618 12.9561
H 0.9232 -10.3750 14.8918
H 1.6871 -8.8133 15.3981
H 3.5086 -10.2799 10.3648
H 8.8996 -11.3625 14.8971
H 0.1802 -10.6213 12.8994
H 0.2350 -8.8473 14.3355
H 5.0496 -7.2399 7.7326
H 5.2108 -5.3697 13.8560
H 0.8579 -9.9905 11.3744
H 3.4159 -12.4681 12.7305
H 8.1171 -9.0901 14.1193
H 7.3263 -7.7621 12.3716

=====

3.
81
Properties=species:S:1:pos:R:3 method="wB97M-V/def2-TZVPD" spin_multiplicity=1 molar_mass_g_mol=735.08 gap_ev=6.6 max_force_ev_per_a=0.97 charge=+2 e_tot_ev=-83175.9205 e_lumo_ev=-6.093 e_above_lowest_kj_mol=98.3
Zr 0.3159 -0.1841 0.2475
S -3.2891 1.4227 1.7546
S -2.3505 -1.8913 -1.4164
S -0.3220 2.0060 1.5530
O 0.5533 1.0811 -1.2681
O -2.0595 2.5173 -0.2847
O 0.7677 -2.5117 0.1577
O -1.4015 -0.8851 -0.7137
O 1.3845 -0.4000 2.0936
N -2.8207 -1.8081 2.9814
N 2.3722 -0.5165 -0.3956
N 0.6661 -0.1644 4.2367
N 3.1756 0.4688 -0.4720
N -0.7041 -1.0508 2.5264
C 3.4168 4.0643 -1.0675
C -2.5688 -0.3225 -3.8088
C -6.4318 -1.6337 -1.3121
C 2.7538 1.7295 -0.7331
C 2.1026 4.3086 -1.5638
C -1.6902 -1.2438 3.4076
C -1.9899 2.0006 0.9337
C -3.3400 2.9163 -0.8062
C 1.4610 2.0403 -1.2136
C -1.5194 -0.8996 4.7795
C 5.6239 4.8610 -0.5254
C 5.0632 2.5332 -0.1671
C 3.7670 2.7668 -0.6531
C 2.1346 -2.8394 0.1079
C -3.9665 -1.2273 -1.0975
C 3.9900 -4.3253 0.2591
C 1.1513 3.3387 -1.6540
C 4.8525 -3.2820 -0.0432
C -5.0492 -2.0332 -1.8177
C 2.9865 -1.7903 -0.1989
C -0.0882 -3.5319 0.7143
C 1.9087 0.5417 4.5956
C -2.1444 -1.6470 -3.1747
C 4.3626 5.1074 -0.9964
C -0.3437 -0.3478 5.1401
C 0.4510 -0.5336 2.9621
C 4.3519 -2.0120 -0.2749
C -1.5780 0.8169 -3.6307
C 2.6177 -4.1139 0.3376
C 5.9698 3.5637 -0.1120
H 2.7538 0.0129 4.1665
H -3.9542 -0.1690 -1.3598
H 6.3525 5.6576 -0.4713
H -2.9830 -1.8601 1.9916
H 1.8654 1.5583 4.2098
H -4.9829 -1.8588 -2.8927
H 4.3778 -5.3194 0.4312
H 1.9840 0.5499 5.6786
H 5.3439 1.5438 0.1631
H -1.0703 -3.0862 0.8193
H -4.0862 -1.2791 -0.0137
H -1.9690 1.7256 -4.0884
H -3.1152 3.4377 -1.7311
H 1.8611 5.3190 -1.8727
H -2.7028 -2.4946 -3.5867
H -0.1293 -0.0298 6.1504
H 0.2870 -3.8321 1.6913
H -6.5515 -1.8758 -0.2557
H -2.3034 -1.0541 5.5038
H 1.9643 -4.9402 0.5678
H -3.8375 3.5707 -0.0938
H -2.7066 -0.5416 -4.8696
H -0.1280 -4.3772 0.0300
H 4.0755 6.0989 -1.3220
H 6.9682 3.3725 0.2582
H 5.9169 -3.4577 -0.1048
H -6.6021 -0.5635 -1.4347
H -4.8859 -3.1024 -1.6580
H 5.0069 -1.1896 -0.5239
H -0.6261 0.5901 -4.1132
H -3.9687 2.0464 -0.9908
H -7.2089 -2.1583 -1.8642
H 0.1556 3.5373 -2.0233
H -3.5555 -0.0261 -3.4478
H -1.0862 -1.8735 -3.3332
H -3.6248 -1.8486 3.5852
H -1.3779 1.0273 -2.5830